A molecular structure, C4H10N4O in a non-equilibrium geometry. Source: OMol25; level of theory: ωB97M-V with the def2-TZVPD basis set.

Output
ΔE to the lowest compared entry with this formula, charge and spin: 11.6506 eV
LUMO level: 0.132 eV
energy: -452.269667 a.u.
largest force on an atom: 6.057 eV Å⁻¹
HOMO level: -8.82 eV
frontier orbital gap: 8.953 eV

```
! RIJCOSX wB97M-V def2-TZVPD def2/J DEFGRID3
* xyz 0 1
C -0.89709 1.32033 2.79642
C 0.61514 0.38349 0.95206
C 1.94368 -1.13132 -0.64219
C -1.79038 -0.49763 -2.69717
H -0.61515 2.68147 2.55553
H -2.24366 1.16064 3.09703
H -0.29637 0.73099 3.61024
H -1.02340 1.30127 0.24170
H 2.94819 -0.56447 -0.33971
H 1.89143 -1.85609 0.17790
H 2.11948 -1.99446 -1.45661
H -2.90338 0.15597 -2.88958
H -0.88693 -0.46040 -3.79549
H -2.19678 -2.08139 -2.73032
N -0.60955 0.69438 1.40466
N 0.69061 -0.26313 -0.43205
N -0.10484 -0.61882 -1.44576
N -1.19390 0.11410 -1.49278
O 1.56278 0.12395 1.60451
*
```


2 unconnected molecules or ions with the total composition C56H72N3 in a non-equilibrium geometry. Source: OMol25; level of theory: ωB97M-V with the def2-TZVPD basis set.

Output
ΔE to the lowest compared entry with this formula, charge and spin: 0.0000 eV
LUMO level: -5.539 eV
energy: -2341.018066 a.u.
largest force on an atom: 2.862 eV Å⁻¹
HOMO level: -8.03 eV
frontier orbital gap: 2.494 eV

```
! RIJCOSX wB97M-V def2-TZVPD def2/J DEFGRID3
* xyz 1 1
C -5.79063 -0.79322 -1.15589
C -5.57295 -0.15032 0.22467
C -6.50134 1.05427 0.40501
C -4.09750 0.15616 0.46656
C -3.51263 1.38284 0.14964
C -2.13330 1.57275 0.25326
C -1.48682 2.85327 -0.27066
C -2.41737 4.07260 -0.26429
C -0.83659 2.63771 -1.63873
C -1.32179 0.52881 0.79512
C 0.12375 0.65815 0.96089
N 0.67325 1.42909 1.98835
C -0.00345 2.46949 2.74049
C 0.32248 3.82044 2.49602
C 1.51603 4.25482 1.64870
C 2.74346 4.37501 2.54936
C 1.21971 5.49411 0.79959
C -0.47672 4.81394 3.08079
C -1.66362 4.48045 3.71625
C -1.96473 3.14998 3.99445
C -1.07524 2.13886 3.61593
C -1.24929 0.74383 4.20497
C -2.70001 0.46789 4.64062
C -0.23369 0.44692 5.31503
N 2.01809 1.35391 1.96278
N 2.31602 0.40663 1.02113
C 3.74174 0.19883 0.78284
C 4.38615 1.02168 -0.16146
C 3.62061 2.12331 -0.88274
C 3.26225 1.73083 -2.30388
C 4.38043 3.44782 -0.79355
C 5.76478 0.90919 -0.36501
C 6.54420 0.15382 0.51003
C 5.92582 -0.52212 1.56482
C 4.54250 -0.46862 1.73623
C 4.02446 -0.98763 3.07230
C 2.72889 -1.79454 3.01250
C 3.92499 0.18909 4.04795
C 1.15822 0.09836 0.22879
C 1.06140 -0.59830 -0.98833
C -1.93501 -0.68626 1.21220
C -1.13345 -1.80587 1.88309
C -0.66081 -2.82992 0.86685
C -1.87473 -2.51605 3.01459
C -3.30069 -0.85385 0.99668
H -5.20328 -1.71467 -1.25501
H -6.84635 -1.03934 -1.32219
H -5.47719 -0.09946 -1.94700
H -5.84462 -0.90146 0.98053
H -6.29437 1.58108 1.34362
H -6.39715 1.76109 -0.42683
H -7.54043 0.70398 0.42650
H -4.13477 2.20558 -0.22035
H -0.68065 3.08928 0.45039
H -2.92789 4.16400 0.70426
H -1.82659 4.98853 -0.40223
H -3.17291 4.02674 -1.06265
H -0.17712 1.75756 -1.63526
H -1.60435 2.47355 -2.41301
H -0.23206 3.50958 -1.92881
H 1.73078 3.43509 0.95015
H 3.01051 3.36027 2.87106
H 3.60424 4.82143 2.03160
H 2.51573 4.97732 3.44056
H 0.26287 5.36603 0.27268
H 1.15859 6.41019 1.40533
H 1.99543 5.64259 0.03469
H -0.18310 5.86460 2.99440
H -2.36848 5.25685 4.03111
H -2.88545 2.91050 4.53613
H -1.03379 0.05262 3.38309
H -3.39810 0.68800 3.81593
H -2.83494 -0.58149 4.92923
H -2.97212 1.08211 5.51192
H 0.78575 0.68346 4.97184
H -0.44263 1.05953 6.20760
H -0.26376 -0.61315 5.61262
H 2.68733 2.24524 -0.32156
H 2.72045 0.77871 -2.32130
H 2.61824 2.49989 -2.75406
H 4.16937 1.62367 -2.91108
H 4.66926 3.63218 0.25153
H 5.28853 3.41912 -1.40779
H 3.75545 4.29156 -1.12122
H 6.25491 1.44697 -1.18715
H 7.62677 0.09811 0.39800
H 6.54574 -1.09195 2.26619
H 4.80814 -1.66203 3.44954
H 2.72896 -2.49770 2.17001
H 2.61623 -2.36723 3.94272
H 1.85987 -1.13126 2.92071
H 4.92054 0.61154 4.22772
H 3.29621 0.97359 3.60637
H 3.48995 -0.11000 5.00894
H 1.96425 -0.98303 -1.45486
H 0.07320 -0.67875 -1.44181
H -0.22589 -1.35278 2.31065
H -0.03201 -2.35439 0.10507
H -0.08811 -3.63702 1.34278
H -1.52218 -3.28209 0.36764
H -2.21623 -1.79642 3.76540
H -2.74411 -3.07075 2.63883
H -1.18878 -3.22197 3.50599
H -3.76140 -1.81242 1.25576
C -0.36709 -4.57855 -9.57080
C -0.36400 -4.07954 -8.15728
C 0.02471 -2.77419 -7.79198
C 0.16630 -2.41979 -6.45596
C -0.14019 -3.32839 -5.39125
C 0.05671 -3.03391 -3.99938
C -0.31855 -4.01230 -3.00835
C -1.39382 -3.75917 -2.10801
C -1.98666 -4.81019 -1.40437
C -1.42148 -6.08906 -1.43779
C -0.31477 -6.34163 -2.26517
C 0.24932 -5.32497 -3.02120
C -0.72013 -4.57719 -5.81581
C -0.78021 -4.94610 -7.14581
H -0.06346 -5.63384 -9.58852
H -1.36370 -4.52825 -10.03037
H 0.33293 -4.01643 -10.19167
H 0.25341 -2.06125 -8.58708
H 0.52835 -1.42260 -6.18550
H 0.44527 -2.05909 -3.70594
H -1.77297 -2.73491 -2.04259
H -2.87354 -4.62707 -0.79999
H -1.86126 -6.89158 -0.84566
H 0.10644 -7.34307 -2.33512
H 1.11391 -5.52256 -3.66633
H -1.09933 -5.26154 -5.05575
H -1.12957 -5.94382 -7.43123
*
```


A molecular structure, C4H13N3 in a non-equilibrium geometry. Source: OMol25; level of theory: ωB97M-V with the def2-TZVPD basis set.

Output
ΔE to the lowest compared entry with this formula, charge and spin: 5.6263 eV
LUMO level: 1.028 eV
energy: -324.268170 a.u.
largest force on an atom: 4.785 eV Å⁻¹
HOMO level: -7.19 eV
frontier orbital gap: 8.218 eV

```
! RIJCOSX wB97M-V def2-TZVPD def2/J DEFGRID3
* xyz 0 1
C 0.23854 0.24276 0.44554
C -0.20489 -0.16491 -0.85674
C -2.16902 1.72614 0.29146
C 0.60987 -0.75688 1.50226
N 1.62867 -0.24744 -1.14789
N -1.56094 0.42832 0.46832
N 2.28340 -1.43975 -1.54942
H 2.28746 0.52006 -1.25260
H -2.05290 -0.18241 1.11048
H 0.61404 1.25418 0.55660
H 1.69648 -1.95545 -2.19986
H 2.45870 -2.04204 -0.74527
H -0.45676 0.57127 -1.60700
H -0.51626 -1.19355 -1.00288
H -2.20315 2.31865 1.21631
H -3.18528 1.65738 -0.11487
H -1.58175 2.30250 -0.43035
H 0.30129 -0.39825 2.48429
H 0.12498 -1.71826 1.33120
H 1.68753 -0.92232 1.50041
*
```


A single C5H6N2O molecule in a non-equilibrium geometry. Source: OMol25; level of theory: ωB97M-V with the def2-TZVPD basis set.

Output
ΔE to the lowest compared entry with this formula, charge and spin: 2.6074 eV
LUMO level: 0.663 eV
energy: -378.775125 a.u.
largest force on an atom: 4.343 eV Å⁻¹
HOMO level: -9.87 eV
SMILES string: C[C@@]1(C#N)C=NCO1
frontier orbital gap: 10.532 eV

```
! RIJCOSX wB97M-V def2-TZVPD def2/J DEFGRID3
* xyz 0 1
C -0.90227 -0.87009 0.84366
C 0.47004 -0.29237 0.39120
C 1.62712 -0.98362 0.78253
N 2.52308 -1.67114 0.99616
C 0.23002 -0.22005 -1.43497
N -0.21256 0.90699 -1.70344
C -0.26695 1.78445 -0.53878
O 0.55796 1.06237 0.58531
H -1.12769 -0.78705 1.87964
H -0.89865 -1.92519 0.81350
H -1.53612 -0.38360 0.19786
H 0.59500 -1.08060 -2.01195
H 0.25886 2.70988 -0.74481
H -1.31783 1.75000 -0.05591
*
```


4 unconnected molecules or ions with the total composition C5H13NO in a non-equilibrium geometry. Source: OMol25; level of theory: ωB97M-V with the def2-TZVPD basis set.

Output
ΔE to the lowest compared entry with this formula, charge and spin: 5.1425 eV
LUMO level: 0.696 eV
energy: -328.129864 a.u.
largest force on an atom: 2.588 eV Å⁻¹
HOMO level: -7.81 eV
frontier orbital gap: 8.510 eV

```
! RIJCOSX wB97M-V def2-TZVPD def2/J DEFGRID3
* xyz 0 1
C -1.48313 0.39815 0.04262
C -0.82627 -0.19129 1.11463
C -2.23581 -0.42207 -0.97347
O -2.01176 1.65237 0.30281
H -2.35645 2.03183 -0.51332
H -0.09605 0.89147 -1.02558
H 0.62350 0.01247 0.76027
H -0.90468 -1.26388 1.23642
H -0.87498 0.30872 2.07396
H -3.28549 -0.54224 -0.68201
H -2.20433 0.05841 -1.95648
H -1.80313 -1.41542 -1.07359
C 2.44342 -1.10261 -0.16123
C 1.85149 0.17534 0.36288
N 2.59501 1.04362 0.90725
H 2.07145 1.83986 1.27257
H 0.74293 0.81509 -0.79734
H 2.05315 -1.96331 0.38682
H 2.17231 -1.24099 -1.21030
H 3.52882 -1.08555 -0.06690
*
```